Formula: C22H50N3P3PrS
Source: the Open Molecules 2025 dataset
Level of theory: ωB97M-V with the def2-TZVPD basis set

Values from the calculation:
Energy: -2970.8270 hartree
Energy above the lowest of the compared OMol25 structures with the same formula, charge and spin: 0.00 kJ/mol
Kohn-Sham gap (alpha / beta): 5.440 / 5.754 eV
E_HOMO (alpha / beta): -0.545 / -0.546 Ha
Net charge: +3
2S+1: 3

The geometry in XYZ format:
```
80
Properties=species:S:1:pos:R:3:forces:R:3
Pr -0.409545 -0.681919 -0.812381 1.01 1.06 -2.05
P 1.667052 1.141777 0.588533 1.10 0.28 0.43
P -1.969439 1.734583 -0.186422 -1.04 1.20 0.48
P 0.691761 1.528021 -2.834756 0.28 0.29 -0.87
H 0.764148 -5.735952 -0.211561 0.23 -0.12 -0.49
C 1.084173 -5.441152 -1.220667 0.38 1.09 -0.01
C 2.281010 -4.857013 -1.435637 -0.76 -0.28 0.05
H 3.006413 -4.708872 -0.628414 -0.21 -0.17 -0.32
C 2.074545 0.744880 2.338049 -0.19 -0.15 0.18
C 1.575038 2.962508 0.782681 -0.40 0.15 -0.18
C 3.362604 0.996223 -0.114110 -0.15 -0.17 -0.16
C -3.745208 1.526932 -0.600034 0.10 -0.32 -0.16
C -2.133007 2.142547 1.604999 0.14 -0.23 0.02
C -1.757990 3.449218 -0.800845 0.33 0.01 -0.22
C 2.044294 0.816552 -3.856462 -0.05 -0.40 0.12
C 1.372801 3.243914 -2.746325 -0.11 -0.03 0.39
C -0.597618 1.850040 -4.099422 -0.26 -0.24 -0.01
H 0.349394 -5.536704 -2.031296 0.40 -0.22 0.35
H 2.591134 -4.550682 -2.444333 -0.10 -0.17 0.52
H 2.632153 -0.196827 2.411664 -0.11 0.17 0.01
H 1.158882 0.677904 2.938239 0.17 0.01 0.01
H 2.697309 1.550411 2.749823 -0.11 -0.29 -0.06
H 0.664234 3.249574 1.317513 0.20 0.05 -0.10
H 1.606359 3.475279 -0.182665 -0.09 -0.12 0.21
H 2.439454 3.285633 1.375694 -0.16 -0.12 -0.15
H 3.721820 -0.031903 0.024250 0.01 0.22 -0.14
H 4.034928 1.681363 0.420438 -0.17 -0.19 -0.13
H 3.372264 1.240582 -1.183664 0.05 -0.08 0.30
H -4.290947 2.433084 -0.304670 0.09 -0.29 -0.07
H -4.162659 0.659873 -0.073388 -0.06 0.16 -0.15
H -3.850524 1.372566 -1.680546 -0.11 0.02 0.21
H -2.913329 2.910367 1.707533 0.24 -0.22 0.06
H -1.188742 2.532479 2.003827 -0.27 -0.10 -0.02
H -2.421059 1.256204 2.183691 0.07 0.27 -0.07
H -2.614349 4.038730 -0.443754 0.24 -0.17 -0.09
H -1.741988 3.475843 -1.895740 -0.01 0.06 0.28
H -0.835146 3.896671 -0.413275 -0.21 -0.10 -0.14
H 2.089320 1.378417 -4.797069 0.13 -0.10 0.21
H 1.858683 -0.244670 -4.073136 0.18 0.49 0.01
H 2.990674 0.913177 -3.313209 -0.07 0.02 -0.24
H 1.547838 3.594822 -3.775869 -0.05 -0.13 0.39
H 2.327489 3.248435 -2.202141 -0.26 0.12 -0.19
H 0.653582 3.914111 -2.256017 0.33 -0.07 -0.17
H -0.116082 2.314471 -4.967024 -0.17 0.03 0.16
H -1.360213 2.519019 -3.689883 0.11 0.00 -0.21
H -1.080323 0.915447 -4.409720 0.17 0.46 0.04
C -0.733838 -2.557588 -4.424636 -0.82 -1.69 -1.31
C -1.853294 -2.434540 -5.280278 0.85 0.07 0.19
C -1.982465 -3.280839 -6.372677 0.13 -0.28 0.02
C -1.017226 -4.270123 -6.595567 -0.16 -0.26 0.11
C 0.001038 -4.505024 -5.660493 -0.36 -0.06 -0.27
C 0.131610 -3.662396 -4.564154 -0.09 0.60 0.11
S -0.394041 -1.248739 -3.360455 -0.10 0.25 2.21
H -1.229699 -2.294669 0.924216 -0.54 -0.66 -0.34
H -2.555258 -1.629428 -5.107604 -0.05 0.01 -0.09
H -2.839223 -3.175350 -7.045561 0.42 -0.02 0.21
H -1.095641 -4.905565 -7.480365 0.03 0.19 0.32
H 0.678227 -5.357724 -5.793194 -0.26 0.47 0.05
H 0.917961 -3.819293 -3.828165 -0.05 0.10 -0.24
C -3.395452 -1.402768 3.389833 -0.29 0.46 -0.10
N -2.042252 -1.875922 3.734941 0.37 -0.20 -0.95
C -1.938354 -2.647890 4.981807 0.26 -0.21 0.60
C -1.132837 -1.918906 2.758625 -0.15 -0.01 1.03
N -1.571760 -1.528109 1.487214 -0.34 -0.43 0.17
N 0.131863 -2.328070 2.845651 -0.10 0.19 -0.61
C 0.873120 -2.291330 4.105921 0.31 -0.23 0.76
C 0.920567 -2.612340 1.614889 -0.43 0.13 0.13
H -4.009395 -1.403162 4.286513 0.10 0.10 -0.06
H -3.908026 -2.049701 2.653359 0.19 -0.02 0.35
H -3.354772 -0.377961 2.997049 -0.11 -0.25 0.25
H -1.482155 -3.628612 4.808351 -0.11 0.26 -0.05
H -1.364846 -2.094571 5.731344 -0.21 -0.18 -0.06
H -2.953862 -2.811459 5.354265 0.33 0.04 -0.06
H -2.595613 -1.557768 1.529662 0.30 0.07 -0.70
H 0.700539 -3.199359 4.694756 0.17 0.25 -0.12
H 1.938920 -2.229878 3.870444 -0.24 0.03 0.08
H 0.597474 -1.408379 4.697564 0.07 -0.25 -0.25
H 0.338620 -3.217252 0.885297 0.41 0.10 0.36
H 1.303947 -1.674957 1.142800 -0.12 -0.42 0.36
H 1.783545 -3.223895 1.899050 -0.23 0.17 -0.14
```
Positions in Å, forces in eV/Å.